{
  "formula": "C3H3NO2S",
  "method": "wB97M-V/def2-TZVPD",
  "symbols": ["H", "H", "C", "S", "C", "O", "H", "O", "N", "C"],
  "positions_angstrom": [[2.2277, -1.7529, -0.6657], [-2.4495, 1.6517, 0.4420], [-1.6318, 0.9058, 0.3485], [-0.8684, -1.6168, -0.2092], [-0.4927, 1.4158, 0.0086], [0.4057, 2.0837, -0.3109], [2.4353, -0.3509, 0.0819], [-1.9303, -0.4552, 0.3985], [1.7936, -0.9887, -0.1665], [0.5104, -0.8925, 0.0728]],
  "forces_ev_per_angstrom": [[-0.24, -0.31, -0.02], [0.42, -1.09, 0.02], [-1.54, -0.55, 0.00], [0.12, 0.92, 0.25], [1.31, 0.05, -0.33], [0.61, 0.59, -0.03], [2.13, 3.21, 1.30], [-1.10, -0.01, 0.38], [-2.31, -3.49, -1.34], [0.59, 0.66, -0.24]],
  "homo_lumo_gap_ev": 8.17,
  "energy_ha": -719.396152,
  "total_charge": 0,
  "de_lowest_kj_mol": 483.4
}

{
  "formula": "C3H3NO2S",
  "method": "wB97M-V/def2-TZVPD",
  "symbols": ["S", "C", "N", "O", "H", "H", "C", "O", "C", "H"],
  "positions_angstrom": [[-2.3989, -1.3349, 0.3230], [-0.1706, 1.4368, -0.2819], [-0.3868, 2.5616, -0.4082], [-0.9102, -0.7179, 0.1167], [1.7581, -1.2097, -0.4780], [2.3348, 0.2860, -0.2666], [1.5130, -0.3711, 0.0638], [-3.5011, -0.4096, 0.0019], [0.1285, 0.0788, -0.2670], [1.6332, -0.3199, 1.1962]],
  "forces_ev_per_angstrom": [[-0.74, 1.20, -0.55], [-0.14, 0.58, -0.72], [-0.07, 0.45, 0.14], [1.14, -0.69, -0.03], [0.33, -2.74, -0.29], [-0.90, 0.58, -0.14], [0.13, 2.39, 1.75], [1.13, -0.74, 0.30], [-0.79, -0.02, 0.84], [-0.09, -1.00, -1.31]],
  "homo_lumo_gap_ev": [8.04, 7.62],
  "energy_ha": -719.405690,
  "total_charge": 0,
  "de_lowest_kj_mol": 458.3
}

{
  "formula": "C3H3NO2S",
  "method": "wB97M-V/def2-TZVPD",
  "symbols": ["O", "H", "H", "C", "S", "C", "N", "O", "H", "C"],
  "positions_angstrom": [[2.6549, -0.0960, 0.2248], [-1.8584, 0.0602, 0.9451], [-1.7630, 0.1968, -0.7186], [-1.4273, -0.3273, 0.0902], [1.4053, -0.7221, -0.0560], [0.4424, 1.5561, -0.1935], [0.7281, 2.6450, -0.4661], [1.3066, -2.1348, -0.0989], [-1.5303, -1.3632, 0.0101], [0.0416, 0.1855, 0.2627]],
  "forces_ev_per_angstrom": [[0.12, 0.18, -0.54], [-1.44, 0.47, 1.81], [-1.40, 0.99, -2.28], [3.68, 1.03, 0.73], [-0.71, 0.61, 1.62], [-0.92, -0.31, 1.09], [-0.29, -0.97, 0.10], [-0.39, -0.79, -0.24], [0.07, -1.52, -0.09], [1.29, 0.31, -2.21]],
  "homo_lumo_gap_ev": [8.75, 8.75],
  "energy_ha": -719.425481,
  "total_charge": 0,
  "de_lowest_kj_mol": 406.4,
  "smiles": "CC(C#N)=S(=O)=O"
}

{
  "formula": "C3H3NO2S",
  "method": "wB97M-V/def2-TZVPD",
  "symbols": ["N", "H", "H", "C", "O", "C", "S", "O", "C", "H"],
  "positions_angstrom": [[0.3972, 0.9864, -0.0812], [-0.9866, -1.5873, -0.9540], [0.3707, -1.9874, 0.1738], [-0.4262, 0.7416, 1.0277], [-0.8704, -0.5225, 0.9599], [-0.2710, -1.1835, -0.2226], [-0.6603, 1.8820, 2.1759], [1.1711, -0.1311, -1.9050], [0.5984, -0.0972, -0.8459], [0.6771, 1.8989, -0.3286]],
  "forces_ev_per_angstrom": [[-0.88, -0.53, 1.48], [-0.05, 0.36, 0.57], [-0.37, 0.15, -0.24], [0.75, 0.82, -0.32], [0.24, -0.06, -0.90], [0.83, -0.05, 1.00], [-0.37, -0.77, -0.24], [0.36, -0.33, 0.22], [-0.98, -0.53, -1.49], [0.48, 0.95, -0.08]],
  "homo_lumo_gap_ev": 9.53,
  "energy_ha": -719.549594,
  "total_charge": 0,
  "de_lowest_kj_mol": 80.5,
  "smiles": "O=C1COC(=S)N1"
}